Density functional theory data (ωB97M-V/def2-TZVPD) for a structure of composition C44H38BrMoN2O7.

E_HOMO (alpha / beta) = -11.033 / -11.032 eV
multiplicity = 1
HOMO-LUMO gap (alpha / beta) = 7.08 / 6.99 eV
LUMO (alpha / beta) = -3.948 / -4.044 eV
total charge = +1
largest force on an atom = 0.0764 hartree/bohr

The geometry in XYZ format:
```
93
Properties=species:S:1:pos:R:3:mulliken_charge:R:1
Mo -0.80686 0.45011 -0.69085 1.4794
C 3.69664 -1.57819 3.53745 -1.6630
C 2.25954 -1.91149 3.13615 1.1832
C 1.73534 -3.13079 3.89375 -1.6567
O 1.38684 -0.81329 3.35195 -0.5518
C 1.13334 -0.18169 2.12365 -0.0880
C 1.32734 -1.33129 1.09435 -0.8347
O 2.24544 -2.16949 1.72755 -0.3522
C 1.83554 -0.86349 -0.30385 2.4921
O 0.74944 -0.24489 -0.89675 -0.5373
C 2.30564 -1.98999 -1.22595 -0.4004
C 2.78414 -1.59819 -2.47425 -0.4785
C 3.20654 -2.54199 -3.39135 -0.8992
C 3.15234 -3.88819 -3.07365 -0.5454
C 2.67684 -4.28029 -1.83675 -0.9519
C 2.25544 -3.33929 -0.91025 -0.3735
C 2.96074 0.15901 -0.16595 -0.2713
C 2.73494 1.50521 -0.43165 -0.1101
C 3.76754 2.41761 -0.31025 -0.7909
C 5.02594 1.99111 0.07675 -0.6678
C 5.25544 0.64891 0.32885 -0.9256
C 4.22914 -0.27049 0.20235 -0.4868
C -0.26506 0.53881 2.12445 3.3573
O -1.00116 0.04761 1.02685 -0.4643
C -0.11846 2.03891 1.86525 -1.3161
C -1.16546 2.66901 1.16495 0.2708
C -1.07436 4.00861 0.80625 -0.8162
C 0.05164 4.73601 1.15575 -0.7946
C 1.04234 4.14201 1.92215 -0.8687
C 0.95994 2.80501 2.28555 -0.1144
C -1.05006 0.27041 3.40535 -0.0960
C -1.40966 -1.03889 3.70525 -0.2877
C -2.15876 -1.32169 4.83225 -1.0869
C -2.58996 -0.29479 5.65515 -0.6057
C -2.25076 1.01191 5.35265 -1.0333
C -1.47826 1.29531 4.23875 -0.4110
H 3.76124 -1.42129 4.60925 0.4190
H 4.02244 -0.67509 3.02675 0.3231
H 4.34224 -2.40089 3.24095 0.3676
H 1.57114 -2.86609 4.93335 0.3683
H 2.45344 -3.94339 3.81945 0.4333
H 0.79294 -3.45899 3.46305 0.3419
H 1.92104 0.56541 1.92915 -0.0949
H 0.36684 -1.87029 0.92035 1.1176
H 2.83284 -0.54569 -2.71925 0.4424
H 3.58964 -2.22669 -4.34905 0.4559
H 3.48694 -4.62499 -3.78555 0.4409
H 2.63904 -5.32919 -1.58735 0.4618
H 1.92064 -3.66879 0.05825 0.5407
H 1.74654 1.84791 -0.75155 0.2423
H 3.58644 3.45861 -0.52835 0.5554
H 5.82794 2.70521 0.16725 0.4429
H 6.24054 0.31721 0.61345 0.4999
H 4.39904 -1.31979 0.38585 0.5484
H -2.12646 2.15521 1.06425 0.7461
H -1.88806 4.48281 0.27575 0.4444
H 0.13994 5.77141 0.86305 0.4402
H 1.89334 4.72551 2.23715 0.5011
H 1.72004 2.37601 2.92025 0.5512
H -1.09696 -1.83889 3.05075 0.3388
H -2.41346 -2.34469 5.06625 0.4571
H -3.19076 -0.51109 6.52465 0.4374
H -2.59086 1.81891 5.98395 0.4690
H -1.21706 2.32161 4.02765 0.4990
Br -1.95126 3.79371 -8.13335 -0.1588
C -1.68886 2.48011 -6.79155 -0.1622
C -1.55206 1.14841 -7.16195 -0.3420
C -1.29346 0.18851 -6.19605 -0.8259
C -1.18296 0.55101 -4.86835 -0.4807
C -1.34076 1.89001 -4.50355 0.4834
C -1.59996 2.86291 -5.46465 -0.4378
C -1.29756 2.26511 -3.07325 0.3467
O -1.67076 3.33151 -2.60645 -0.5858
O -0.88256 1.32141 -2.26265 -0.1825
H -1.65596 0.86361 -8.19725 0.4288
H -1.17286 -0.84169 -6.49385 0.4367
H -0.98986 -0.18479 -4.09175 0.3654
H -1.71706 3.89371 -5.15985 0.5948
N -4.53436 -3.67149 -0.68225 -0.2622
C -5.36566 -2.61269 -0.79885 0.3673
O -6.56656 -2.73289 -0.81795 -0.6121
C -4.72566 -1.25259 -0.89015 0.6874
C -5.57216 -0.14979 -1.08405 -0.2613
C -5.00026 1.11431 -1.15685 -1.3009
C -3.63456 1.25561 -1.05915 -0.1485
N -2.79956 0.19471 -0.86095 0.5428
C -3.37356 -1.03049 -0.77615 -0.4581
H -4.96196 -4.58299 -0.65175 0.2321
H -3.53736 -3.61869 -0.76055 0.1704
H -6.63276 -0.32149 -1.17055 0.5319
H -5.61376 1.99021 -1.29645 0.4922
H -3.16826 2.23541 -1.15855 0.4597
H -2.65776 -1.82819 -0.59305 -0.0141
```